[1]
The following is a quantum chemistry calculation of C26H35N2O2P2PdTe as an isolated structure, from OMol25.

The geometry in XYZ format:
```
69
Properties=species:S:1:pos:R:3
Pd -0.4347 -0.0547 0.1752
C -1.9989 -1.4992 4.3028
P -1.3865 -0.6454 2.7589
C -2.6807 0.6534 2.6844
C -0.0064 0.3340 3.5303
C -0.1976 1.0736 4.6916
C 0.8040 1.8832 5.2135
C 2.0215 1.9608 4.5594
C 2.2355 1.2133 3.4077
C 1.2405 0.3898 2.8848
P 1.4360 -0.5597 1.3106
C 3.2226 -0.2989 0.9588
C 1.5556 -2.2637 2.0000
H -2.2462 -0.8250 5.1273
H -1.2475 -2.2133 4.6453
H -2.8975 -2.0590 4.0351
H -2.8455 1.1398 3.6492
H -3.6057 0.1863 2.3419
H -2.3937 1.3874 1.9355
H -1.1554 1.0373 5.1977
H 0.6257 2.4576 6.1146
H 2.8072 2.6038 4.9383
H 3.1920 1.2966 2.9079
H 3.3869 0.6871 0.5244
H 3.5180 -1.0445 0.2185
H 3.8506 -0.4228 1.8450
H 2.1398 -2.2820 2.9231
H 2.0340 -2.9084 1.2599
H 0.5529 -2.6434 2.1900
O -2.5908 4.9870 -4.0277
C -1.9352 4.3054 -5.0578
N -1.1622 3.2009 -4.5136
C -0.1835 2.6136 -5.2279
O 0.0480 2.9343 -6.3889
C 0.6333 1.5697 -4.5228
C 1.7895 1.1117 -5.1398
C 2.5787 0.1869 -4.4792
C 2.1749 -0.2442 -3.2215
N 1.0590 0.1641 -2.6316
C 0.3041 1.0437 -3.2763
H -3.2376 4.3862 -3.6247
H -1.2556 5.0080 -5.5384
H -2.6349 3.9270 -5.8111
H -1.2938 2.9927 -3.5383
H 2.0478 1.5009 -6.1161
H 3.4932 -0.1878 -4.9203
H 2.7724 -0.9602 -2.6643
H -0.6079 1.3095 -2.7473
C -5.7983 3.8644 -4.8418
C -4.9837 2.9144 -4.0035
C -4.8235 3.1046 -2.6345
C -4.0998 2.2124 -1.8435
C -3.9926 2.4911 -0.3735
C -3.5102 1.0677 -2.4189
Te -2.6773 -0.4797 -1.1909
C -3.6174 0.9066 -3.8147
C -2.9831 -0.2419 -4.5597
C -4.3504 1.8199 -4.5716
H -6.2591 4.6349 -4.2227
H -6.5940 3.3364 -5.3715
H -5.1815 4.3669 -5.5915
H -5.2925 3.9623 -2.1611
H -4.5015 3.4213 -0.1135
H -2.9457 2.5567 -0.0717
H -4.4158 1.6684 0.2051
H -2.2821 -0.7865 -3.9306
H -2.4603 0.1293 -5.4461
H -3.7451 -0.9498 -4.8963
H -4.4318 1.6585 -5.6445
```

Its largest force on an atom is 0.643 eV/Å. As for the charge: -1. The HOMO-LUMO gap is 5.81 eV. The energy above the lowest of the compared OMol25 structures with the same formula, charge and spin comes out at 32.5 kJ/mol.



[2]
The following is a quantum chemistry calculation of C26H35N7OPtS2 as an isolated structure at a distorted geometry, from OMol25.

The geometry in XYZ format:
```
72
Properties=species:S:1:pos:R:3
Pt 0.6521 0.0336 0.4261
C 1.8363 -4.9604 3.7967
C 0.8873 -3.7813 3.5467
C 1.3268 -2.5216 4.2480
C 1.2400 -2.4630 5.6189
C 1.5478 -1.2932 6.3172
C 1.9427 -0.1322 5.6407
C 2.0471 -0.1181 4.2747
C 2.5761 1.0973 3.5696
C 4.0950 1.0271 3.3711
C 1.7832 -1.3397 3.5529
N 1.9447 -1.3094 2.2114
C 2.4937 -2.2854 1.5123
C 2.3677 -2.3424 0.1315
C 2.8340 -3.3115 -0.7796
C 2.3165 -2.9903 -2.0188
C 1.5536 -1.8251 -1.8503
N 1.5724 -1.4272 -0.5739
H 1.4742 -5.8489 3.2822
H 1.9003 -5.1931 4.8586
H 2.8496 -4.7532 3.4479
H -0.1021 -4.0416 3.9297
H 0.7645 -3.6210 2.4750
H 0.9082 -3.3357 6.1675
H 1.4681 -1.2807 7.3967
H 2.1920 0.7565 6.2068
H 2.3238 1.9766 4.1645
H 2.0868 1.2099 2.6016
H 4.6082 0.9405 4.3281
H 4.4604 1.9305 2.8827
H 4.3756 0.1653 2.7629
H 3.1043 -3.0350 2.0117
H 3.4718 -4.1464 -0.5340
H 2.4483 -3.5279 -2.9428
H 1.0157 -1.2682 -2.6018
O -1.7648 0.3996 -2.5139
N -0.7245 0.9336 -2.4265
C 0.6641 0.7764 -6.3608
N -0.6536 1.4207 -6.2983
C -1.1453 1.8897 -7.6048
C -1.2709 1.7198 -5.1608
S -0.2456 2.1632 -3.7799
N -2.5852 1.8013 -5.0634
C -3.2810 2.5403 -4.0009
C -3.4840 1.1098 -6.0010
H 0.6227 0.0086 -7.1317
H 0.9091 0.3108 -5.4128
H 1.4337 1.5005 -6.6278
H -0.3275 2.4258 -8.0852
H -1.9779 2.5727 -7.4779
H -1.4384 1.0547 -8.2395
H -2.6646 3.3532 -3.6316
H -3.5590 1.8694 -3.1896
H -4.1883 2.9613 -4.4287
H -2.9448 0.3359 -6.5378
H -3.9322 1.8107 -6.7035
H -4.2769 0.6508 -5.4135
N 0.0379 3.3163 1.1808
C -0.5655 2.4319 1.9987
C -1.2656 2.8784 3.1374
C -1.9022 1.9799 3.9452
C -1.8709 0.6101 3.6290
C -1.1696 0.2375 2.5280
N -0.5064 1.1163 1.7240
H -0.0207 4.3008 1.3755
H 0.5170 3.0243 0.3513
H -1.2980 3.9395 3.3443
H -2.4390 2.3252 4.8188
H -2.3860 -0.1267 4.2266
H -1.1181 -0.8088 2.2266
S 3.2544 1.8264 -0.5641
C 1.9755 1.1992 -0.0897
```

The spin multiplicity is 2. Its largest force on an atom is 1.328 eV/Å. As for the charge: +3. The HOMO-LUMO gap (alpha / beta) is 6.41 / 5.70 eV. The energy above the lowest of the compared OMol25 structures with the same formula, charge and spin comes out at 103.3 kJ/mol.